[1]
32
Properties=species:S:1:pos:R:3:forces:R:3:mulliken_charge:R:1 method="wB97M-V/def2-TZVPD" e_above_lowest_kj_mol=869.71 e_lumo_ev=-0.703 spin_multiplicity=1
C -0.330479 -0.572855 -0.999006 2.0866 -0.0593 -2.1376 -1.152
C 1.125229 -0.363569 -1.483017 0.8866 2.4737 0.3748 0.609
C 2.049365 0.380484 -0.460629 -0.7869 0.3521 -0.1534 -1.043
O 3.322671 0.721655 -1.013152 0.4592 -1.2058 0.3465 -0.351
C 4.394494 0.583669 -0.081849 -0.3809 -0.3756 -0.1112 -0.773
N 1.754955 -1.540076 -2.028298 -0.3254 -1.0475 -0.0103 -0.797
H -0.423679 -1.281008 -0.175639 1.4141 0.3360 -1.1140 0.000
H -0.913699 -1.033647 -1.796263 0.4184 -0.0973 -0.0629 0.460
H -0.876280 0.353629 -0.820572 0.5412 0.0395 0.1226 0.432
H 1.161292 0.383895 -2.275540 -0.7384 0.3289 -0.3566 0.264
H 1.993326 -0.136522 0.497322 1.0681 -0.5755 0.1422 0.618
H 1.680384 1.374718 -0.208747 -0.9519 0.0904 -0.2210 0.285
H 4.273544 1.270546 0.755813 0.0961 0.2352 0.0670 0.295
H 5.355022 0.738172 -0.573405 -0.2446 0.2914 -0.1773 0.267
H 4.418582 -0.427094 0.325435 -0.0676 -0.1743 0.0832 0.325
H 2.761751 -1.491392 -2.092213 0.1252 0.4130 0.3019 0.264
H 1.448301 -1.568653 -2.990192 -0.0605 -0.5179 -0.1238 0.286
O -1.756353 -0.564531 1.007367 1.2548 3.5837 5.6878 -0.632
H -0.805232 -0.488318 0.931178 -0.2903 -0.0200 0.1696 0.534
H -2.027067 0.240672 1.448495 0.9372 -2.1969 -0.0713 0.265
O -3.230109 0.851550 1.933067 1.5943 3.6126 6.3107 -0.534
H -2.536561 1.511054 1.916506 -0.5091 1.0122 0.2217 0.219
H -3.868037 1.189868 2.561406 -0.3552 0.2615 0.6718 0.351
O -4.428804 0.280259 0.276427 -2.8093 -1.0024 -3.2296 -0.798
H -3.994395 0.417464 1.118268 -1.1700 -0.9192 -2.1661 0.438
H -3.756289 0.477292 -0.375600 -0.0670 -0.1000 -0.3397 0.247
O -0.127820 0.954749 1.625595 1.0649 0.9737 0.7246 -0.597
H 0.619730 1.543251 1.520410 0.3999 0.2525 0.0007 0.291
H -0.887979 1.535611 1.657002 0.5130 0.4058 -0.0626 0.145
O -2.316384 -1.881779 -0.395725 -2.5963 -5.1844 -4.2728 -0.792
H -2.491803 -1.126152 0.165056 -0.8543 -0.7736 -0.5865 0.501
H -1.587676 -2.332941 0.030501 -0.6519 -0.4123 -0.0284 0.372

---

[2]
52
Properties=species:S:1:pos:R:3:forces:R:3:mulliken_charge:R:1 method="wB97M-V/def2-TZVPD" e_lumo_ev="1.580 / 1.438" charge=-1 spin_multiplicity=1
Pd 0.061173 -0.576154 0.623493 3.2854 1.6796 0.1556 0.225
N -0.352242 -3.973729 5.241382 0.0279 -0.1222 0.2592 -0.630
C -0.716020 -3.655745 3.949026 0.0816 -0.0665 -0.5194 0.506
C -2.057839 -3.567145 3.568226 0.0269 0.0354 -0.0339 -0.630
C -2.402480 -3.199949 2.282161 -0.0538 -0.2159 0.1949 -0.780
C -1.407322 -2.905877 1.365902 0.0300 0.2534 -0.7832 -0.133
C -0.064020 -3.077305 1.698976 0.2302 -0.4238 -0.1609 -0.167
C 0.273674 -3.487828 2.974406 -0.1763 0.0367 -0.0907 -0.395
S -1.863923 -2.128046 -0.184258 -1.2270 -0.5328 -0.4798 1.522
O -3.037547 -2.755682 -0.734068 -0.0605 -0.0344 0.3585 -0.833
O -0.692094 -2.164557 -1.055154 0.3819 -0.2819 -0.2087 -0.656
N -2.056284 -0.556013 0.149944 0.0618 -1.1157 -1.2558 -0.813
C -2.366448 -0.115196 1.372595 -0.9719 1.0031 1.0278 0.686
N -3.364237 -0.648363 2.086614 -0.1754 0.1333 -0.3578 -0.468
C -3.606365 -0.109178 3.267195 0.2076 0.2282 0.2972 -0.223
C -2.876727 0.950270 3.778189 -0.0975 -0.0486 0.0276 -0.733
C -1.842718 1.428439 2.980329 -0.3047 -0.0468 0.1272 0.002
N -1.603636 0.933525 1.784949 -0.0791 -0.0152 0.0445 -0.120
H -1.061848 -3.769247 5.930523 0.1868 0.0600 -0.0330 0.229
H 0.555425 -3.606186 5.492675 -0.1097 0.0757 0.1059 0.289
H -2.830126 -3.744046 4.303698 -0.0945 -0.0570 0.0718 0.323
H -3.433404 -3.110030 1.978250 -0.0165 -0.0273 0.0624 0.434
H 0.726949 -2.927270 0.949141 -0.3936 -0.0944 0.3233 0.589
H 1.311113 -3.604450 3.246523 0.0998 0.0577 0.0338 0.366
H -4.413320 -0.569263 3.829912 -0.0146 0.0816 0.0915 0.420
H -3.094485 1.370017 4.744831 0.0519 0.0257 0.1453 0.378
H -1.185930 2.225533 3.309407 0.0014 0.0142 0.0602 0.367
F 1.909017 0.735112 4.282630 0.3990 0.9644 0.0170 -0.383
B 1.338994 -0.508537 4.235698 -0.2609 -0.2226 -0.2671 0.196
F 0.722041 -0.675045 2.949021 0.0227 0.1999 -0.3498 0.017
F 2.286831 -1.498049 4.406213 0.6920 -0.7059 -0.0263 -0.370
F 0.360570 -0.660133 5.195548 -0.7450 0.0076 0.6058 -0.419
C 0.521153 1.931651 -1.907901 0.1734 -0.8837 1.0249 -1.339
Si 1.402776 1.072786 -0.378553 -0.0289 1.4860 -0.5528 0.744
C 1.728727 2.472214 0.930523 -0.3236 -1.1068 -0.3850 -1.262
C 3.127740 0.573499 -1.095599 -0.8415 -0.3546 0.5584 0.183
C 4.322100 1.053816 -0.566987 -0.1778 0.1224 0.0990 -0.012
C 5.538336 0.724897 -1.136236 0.2729 0.0501 -0.0758 -0.593
C 5.590743 -0.112806 -2.236849 -0.0097 -0.0311 0.0082 -0.359
C 4.414404 -0.633508 -2.751110 0.1230 -0.1023 -0.2005 -0.627
C 3.201466 -0.295507 -2.182979 -0.2059 0.0609 0.0453 -0.428
H 1.067842 2.806515 -2.250881 0.2522 0.0826 0.1226 0.394
H -0.482416 2.232875 -1.620986 -0.1604 0.0329 0.0465 0.338
H 0.436143 1.235931 -2.737081 -0.0347 -0.1383 -0.1399 0.333
H 2.424214 3.231273 0.584279 0.1218 0.0319 -0.2982 0.459
H 2.125285 2.035389 1.840930 0.0772 -0.0870 0.2803 0.352
H 0.790943 2.953929 1.186965 -0.2238 0.0293 -0.0068 0.263
H 4.301359 1.700067 0.296299 0.0106 0.1039 0.1510 0.333
H 6.455519 1.126401 -0.728040 0.0469 0.0281 0.0829 0.361
H 6.541235 -0.368242 -2.684618 0.0565 -0.0171 -0.0164 0.359
H 4.450679 -1.303474 -3.599165 -0.0345 -0.0543 -0.0519 0.364
H 2.286590 -0.711536 -2.579766 -0.0994 -0.0984 -0.1349 0.345